# C21H26AgI2N3OSi2

A structure of composition C21H26AgI2N3OSi2 (the ωB97M-V functional and the def2-TZVPD basis, the Open Molecules 2025 dataset).

Structure (XYZ):
```
56
C21H26AgI2N3OSi2 | the Open Molecules 2025 dataset | the ωB97M-V functional and the def2-TZVPD basis
Ag -0.56 -0.44 0.18
C 1.52 -4.08 -1.99
Si 1.89 -2.41 -1.16
C 1.89 -2.76 0.70
C 3.71 -2.06 -1.60
N 0.81 -1.19 -1.49
C 0.54 -0.58 -2.69
C 1.15 -0.96 -3.89
C 0.91 -0.34 -5.12
C 0.00 0.70 -5.18
C -0.64 1.11 -4.00
C -0.42 0.51 -2.75
N -1.06 0.91 -1.60
Si -2.13 2.13 -1.19
C -2.81 3.30 -2.53
C -3.66 1.42 -0.34
C -1.36 3.30 0.08
H 2.25 -4.85 -1.70
H 1.54 -4.00 -3.08
H 0.52 -4.42 -1.70
H 2.56 -3.58 0.97
H 0.88 -3.01 1.03
H 2.20 -1.87 1.25
H 4.35 -2.90 -1.31
H 4.05 -1.17 -1.06
H 3.84 -1.87 -2.66
H 1.86 -1.78 -3.86
H 1.42 -0.69 -6.02
H -0.21 1.20 -6.12
H -1.36 1.92 -4.06
H -3.37 2.75 -3.30
H -2.02 3.86 -3.03
H -3.50 4.02 -2.07
H -4.23 0.79 -1.03
H -4.33 2.20 0.04
H -3.35 0.79 0.50
H -0.47 3.80 -0.32
H -1.04 2.71 0.95
H -2.07 4.06 0.43
I -3.31 -2.78 4.38
C -1.75 -1.39 4.47
C -1.29 -0.96 5.71
C -0.26 -0.05 5.79
I 0.37 0.54 7.72
C 0.34 0.48 4.63
C 1.40 1.42 4.62
C 1.91 1.86 3.43
C 1.37 1.37 2.23
N 0.39 0.50 2.21
C -0.13 0.04 3.36
C -1.23 -0.94 3.22
O -1.65 -1.31 2.11
H -1.74 -1.36 6.61
H 1.80 1.78 5.56
H 2.72 2.58 3.41
H 1.74 1.70 1.26
```

## Properties
HOMO energy: -0.004 Eh
Molar mass: 754.31 Da
2S+1: 1
LUMO: 3.48 eV
HOMO-LUMO gap: 3.58 eV
Relative energy (zero: lowest compared OMol25 entry of this formula, charge and spin): 0.056 eV
E_tot: -64676.9905 eV
Total charge: -2

=====

# C31H30Cl40FNO3

A cluster of 11 separate species, C31H30Cl40FNO3 in total at a distorted geometry (the ωB97M-V functional and the def2-TZVPD basis, the Open Molecules 2025 dataset).

Structure (XYZ):
```
106
C31H30Cl40FNO3 | the Open Molecules 2025 dataset | the ωB97M-V functional and the def2-TZVPD basis
C 8.92 -2.28 0.70
O 7.72 -1.83 0.09
C 7.77 -0.44 -0.17
C 6.68 -0.11 -1.18
C 5.28 -0.46 -0.62
C 4.21 -0.27 -1.74
C 3.47 1.08 -1.52
C 2.08 0.82 -0.92
C 1.15 2.02 -1.10
C -0.24 1.67 -0.56
C -1.03 0.79 -1.57
C -1.51 -0.56 -1.09
C -1.22 -1.66 -1.91
C -1.67 -2.90 -1.55
C -2.40 -3.15 -0.39
C -2.71 -2.06 0.41
C -2.26 -0.78 0.08
C -2.69 0.34 1.01
C -2.26 0.11 2.47
C -0.97 0.78 2.88
F -3.30 0.54 3.29
C -2.71 -4.61 -0.31
O -3.33 -5.22 0.51
N -2.08 -5.21 -1.44
C -1.50 -4.21 -2.26
O -0.99 -4.39 -3.33
H 9.77 -2.06 0.06
H 9.05 -1.77 1.67
H 8.81 -3.35 0.85
H 7.59 0.14 0.74
H 8.74 -0.15 -0.59
H 6.67 0.96 -1.41
H 6.80 -0.69 -2.10
H 5.25 -1.50 -0.29
H 5.06 0.19 0.23
H 3.50 -1.10 -1.70
H 4.70 -0.21 -2.71
H 3.34 1.59 -2.48
H 4.06 1.73 -0.87
H 2.16 0.53 0.13
H 1.66 -0.02 -1.48
H 1.54 2.89 -0.56
H 1.12 2.29 -2.16
H -0.20 1.22 0.43
H -0.80 2.61 -0.43
H -1.87 1.32 -2.03
H -0.34 0.58 -2.39
H -0.65 -1.53 -2.82
H -3.31 -2.15 1.33
H -2.42 1.33 0.66
H -3.78 0.31 1.05
H -2.15 -0.96 2.67
H -0.75 0.52 3.92
H -0.16 0.35 2.29
H -1.00 1.86 2.79
H -1.39 -5.90 -1.13
Cl 5.29 -4.88 -5.20
C 4.71 -3.75 -3.97
Cl 2.94 -3.81 -3.91
Cl 5.37 -4.19 -2.40
Cl 5.23 -2.11 -4.38
Cl -7.16 -4.09 3.43
C -5.62 -3.53 4.07
Cl -4.49 -3.33 2.72
Cl -5.80 -1.99 4.95
Cl -4.98 -4.74 5.19
Cl 8.85 -6.71 -0.81
C 7.61 -7.86 -1.30
Cl 8.38 -9.35 -1.87
Cl 6.57 -8.23 0.07
Cl 6.65 -7.16 -2.60
Cl 3.12 7.23 -3.08
C 2.68 6.25 -1.67
Cl 3.63 4.76 -1.67
Cl 3.01 7.16 -0.20
Cl 0.96 5.85 -1.75
Cl -6.41 1.81 -3.84
C -4.66 1.95 -4.06
Cl -4.13 3.54 -3.48
Cl -3.85 0.69 -3.13
Cl -4.26 1.78 -5.77
Cl -8.46 -1.00 3.95
C -10.16 -0.76 3.52
Cl -11.02 -0.05 4.88
Cl -10.27 0.31 2.12
Cl -10.88 -2.33 3.12
Cl 4.05 1.94 1.85
C 5.59 2.53 2.49
Cl 6.63 3.00 1.14
Cl 5.30 3.93 3.52
Cl 6.36 1.25 3.43
Cl -4.91 3.57 5.53
C -5.66 2.19 6.35
Cl -5.75 2.52 8.08
Cl -7.28 1.93 5.71
Cl -4.68 0.75 6.07
Cl -3.71 6.61 7.19
C -3.31 7.39 5.66
Cl -1.72 8.16 5.80
Cl -3.26 6.19 4.37
Cl -4.52 8.61 5.29
Cl -9.71 2.77 -6.90
C -8.28 2.19 -7.77
Cl -7.85 0.59 -7.17
Cl -8.64 2.10 -9.49
Cl -6.93 3.30 -7.50
```

## Properties
HOMO energy: -0.359 Eh
Molar mass: 1901.70 Da
Structure (SMILES): COCCCCCCCCCc1cc2c(cc1C[C@@H](C)F)C(=O)NC2=O.ClC(Cl)(Cl)Cl.ClC(Cl)(Cl)Cl.ClC(Cl)(Cl)Cl.ClC(Cl)(Cl)Cl.ClC(Cl)(Cl)Cl.ClC(Cl)(Cl)Cl.ClC(Cl)(Cl)Cl.ClC(Cl)(Cl)Cl.ClC(Cl)(Cl)Cl.ClC(Cl)(Cl)Cl
2S+1: 1
LUMO: -0.36 eV
HOMO-LUMO gap: 9.40 eV
Relative energy (zero: lowest compared OMol25 entry of this formula, charge and spin): 0.000 eV
E_tot: -543877.7998 eV

=====

# C18H46BBr2N4O7

A cluster of 4 separate species, C18H46BBr2N4O7 in total at a distorted geometry (the ωB97M-V functional and the def2-TZVPD basis, the Open Molecules 2025 dataset).

Structure (XYZ):
```
78
C18H46BBr2N4O7 | the Open Molecules 2025 dataset | the ωB97M-V functional and the def2-TZVPD basis
C -5.32 0.68 -4.86
C -3.74 0.74 -4.45
Br -3.39 -0.99 -3.50
C -3.58 2.02 -3.52
Br -4.35 3.58 -4.54
N -2.17 2.41 -3.16
C -1.08 1.76 -3.96
B 0.38 2.48 -3.74
O 1.51 1.79 -4.28
O 0.51 3.78 -3.08
C -1.96 2.31 -1.66
C -1.54 0.85 -1.16
O -0.42 0.34 -1.28
O -2.54 0.09 -0.48
H -5.64 -0.41 -4.97
H -5.99 1.22 -4.13
H -5.41 1.13 -5.92
H -3.19 0.81 -5.45
H -4.27 1.89 -2.63
H -2.09 3.44 -3.35
H -1.00 0.63 -3.85
H -1.33 1.95 -5.07
H 1.17 1.38 -5.11
H 0.08 4.42 -3.70
H -2.91 2.58 -1.07
H -1.16 3.05 -1.28
H -2.57 0.50 0.43
C 4.24 2.34 0.52
C 3.35 3.32 -0.25
C 2.19 3.89 0.60
O 1.10 2.99 0.78
C 1.27 2.05 1.84
N 2.85 2.66 -1.46
H 3.76 1.37 0.66
H 5.16 2.16 -0.04
H 4.51 2.74 1.50
H 3.98 4.16 -0.55
H 1.77 4.74 0.06
H 2.55 4.27 1.57
H 1.82 2.48 2.68
H 1.77 1.16 1.48
H 0.28 1.75 2.19
H 2.33 3.34 -2.01
H 2.13 1.99 -1.17
C -0.85 -1.51 2.92
C -1.97 -0.65 3.51
C -2.66 -1.29 4.72
O -3.59 -2.32 4.39
C -3.00 -3.60 4.18
N -2.93 -0.32 2.45
H -1.23 -2.36 2.35
H -0.24 -0.92 2.23
H -0.20 -1.89 3.70
H -1.51 0.28 3.85
H -3.25 -0.52 5.22
H -1.93 -1.65 5.46
H -2.15 -3.77 4.85
H -2.70 -3.71 3.14
H -3.76 -4.35 4.39
H -3.62 0.32 2.82
H -3.47 -1.17 2.26
C 4.49 -4.65 0.55
C 3.74 -4.42 1.86
C 2.27 -3.98 1.65
O 2.12 -2.61 1.28
C 2.28 -2.36 -0.11
N 4.48 -3.45 2.67
H 4.76 -3.72 0.05
H 5.43 -5.19 0.75
H 3.90 -5.25 -0.14
H 3.72 -5.37 2.39
H 1.75 -4.08 2.61
H 1.75 -4.64 0.94
H 1.90 -3.18 -0.72
H 3.33 -2.16 -0.33
H 1.72 -1.45 -0.35
H 4.02 -3.37 3.58
H 4.35 -2.53 2.25
```

## Properties
HOMO energy: -0.392 Eh
Molar mass: 601.21 Da
2S+1: 1
LUMO: -3.57 eV
HOMO-LUMO gap: 7.10 eV
Relative energy (zero: lowest compared OMol25 entry of this formula, charge and spin): 2.211 eV
E_tot: -180458.8120 eV
Total charge: +1

=====

# C4H7Cl2FO

A structure of composition C4H7Cl2FO at a distorted geometry (the ωB97M-V functional and the def2-TZVPD basis, the Open Molecules 2025 dataset).

Structure (XYZ):
```
15
C4H7Cl2FO | the Open Molecules 2025 dataset | the ωB97M-V functional and the def2-TZVPD basis
C -0.43 1.63 0.55
C -1.08 -1.54 -1.15
C 1.56 0.16 0.54
C 0.07 0.16 0.43
O -0.29 -0.45 -1.32
F -0.50 -0.66 1.28
Cl 2.33 1.31 -0.61
Cl 2.31 -1.42 0.30
H -0.30 2.28 -0.35
H -1.60 1.56 0.60
H -0.10 1.98 1.43
H -1.67 -1.54 -1.97
H -1.79 -1.64 -0.30
H -0.49 -2.43 -1.02
H 1.97 0.59 1.60
```

## Properties
HOMO energy: -0.359 Eh
Molar mass: 161.00 Da
2S+1: 1
LUMO: 0.49 eV
HOMO-LUMO gap: 10.25 eV
Relative energy (zero: lowest compared OMol25 entry of this formula, charge and spin): 2.094 eV
E_tot: -34068.3639 eV

=====

# C3H4IrO3

A structure of composition C3H4IrO3 at a distorted geometry (the ωB97M-V functional and the def2-TZVPD basis, the Open Molecules 2025 dataset).

Structure (XYZ):
```
11
C3H4IrO3 | the Open Molecules 2025 dataset | the ωB97M-V functional and the def2-TZVPD basis
H 3.63 0.25 1.07
Ir 2.18 -0.12 0.38
O -1.56 -0.25 -1.12
C -0.97 -1.37 -0.75
C -0.73 0.95 -0.27
O -0.18 -1.96 -1.48
O -0.58 -1.20 0.54
C 0.01 0.12 0.70
H -0.20 1.56 -1.01
H -1.50 1.58 0.19
H -0.10 0.42 1.75
```

## Properties
HOMO energy (alpha / beta): -0.537 / -0.559 Eh
Molar mass: 280.28 Da
2S+1: 5
LUMO (alpha / beta): -5.52 / -8.68 eV
HOMO-LUMO gap (alpha / beta): 9.10 / 6.53 eV
Relative energy (zero: lowest compared OMol25 entry of this formula, charge and spin): 1.899 eV
E_tot: -12140.7990 eV
⟨S²⟩: 6.006
Total charge: +1

=====

# C5H6O

An isolated molecule of C5H6O at a distorted geometry (the ωB97M-V functional and the def2-TZVPD basis, the Open Molecules 2025 dataset).

Structure (XYZ):
```
12
C5H6O | the Open Molecules 2025 dataset | the ωB97M-V functional and the def2-TZVPD basis
C -0.60 2.21 1.04
C -0.41 1.12 0.54
C -0.21 -0.16 -0.11
C 0.52 -0.12 -1.44
C 0.01 -1.31 0.89
O -1.18 -1.20 0.09
H -0.53 3.17 1.45
H 0.20 -1.14 -1.88
H 1.50 -0.06 -1.20
H 0.13 0.82 -1.89
H 0.61 -2.06 0.50
H -0.04 -1.27 1.99
```

## Properties
HOMO energy: -0.358 Eh
Molar mass: 82.10 Da
Structure (SMILES): C#C[C@@]1(C)CO1
2S+1: 1
LUMO: 1.02 eV
HOMO-LUMO gap: 10.74 eV
Relative energy (zero: lowest compared OMol25 entry of this formula, charge and spin): 3.423 eV
E_tot: -7325.8615 eV

=====

# C14H14Cl4F2

A cluster of 4 separate species, C14H14Cl4F2 in total at a distorted geometry (the ωB97M-V functional and the def2-TZVPD basis, the Open Molecules 2025 dataset).

Structure (XYZ):
```
34
C14H14Cl4F2 | the Open Molecules 2025 dataset | the ωB97M-V functional and the def2-TZVPD basis
F 34.27 -12.77 13.82
C 32.99 -12.86 13.42
C 32.39 -14.08 13.20
C 31.07 -14.19 12.77
C 30.32 -13.01 12.68
C 30.89 -11.78 12.91
C 32.23 -11.70 13.30
H 32.93 -15.02 13.26
H 30.64 -15.16 12.60
H 29.30 -13.12 12.32
H 30.38 -10.83 12.82
H 32.72 -10.76 13.49
F 29.65 -9.04 14.60
C 28.78 -8.78 13.61
C 29.08 -7.83 12.66
C 28.13 -7.47 11.71
C 26.89 -8.10 11.71
C 26.61 -9.09 12.64
C 27.54 -9.40 13.62
H 30.04 -7.34 12.70
H 28.32 -6.66 11.02
H 26.12 -7.83 11.00
H 25.69 -9.66 12.59
H 27.30 -10.17 14.34
Cl 32.41 -6.45 15.30
C 32.58 -8.15 15.65
Cl 34.25 -8.54 16.19
H 31.90 -8.39 16.46
H 32.30 -8.80 14.83
Cl 38.48 -6.62 14.44
C 37.51 -7.40 15.72
Cl 38.50 -7.63 17.16
H 36.64 -6.78 15.90
H 37.24 -8.38 15.35
```

## Properties
HOMO energy: -0.347 Eh
Molar mass: 362.07 Da
Structure (SMILES): Fc1ccccc1.Fc1ccccc1.ClCCl.ClCCl
2S+1: 1
LUMO: 0.63 eV
HOMO-LUMO gap: 10.09 eV
Relative energy (zero: lowest compared OMol25 entry of this formula, charge and spin): 0.000 eV
E_tot: -70269.4091 eV

=====

# C20H26N2NiO2Si

A structure of composition C20H26N2NiO2Si at a distorted geometry (the ωB97M-V functional and the def2-TZVPD basis, the Open Molecules 2025 dataset).

Structure (XYZ):
```
52
C20H26N2NiO2Si | the Open Molecules 2025 dataset | the ωB97M-V functional and the def2-TZVPD basis
C 0.73 1.57 1.45
C 1.15 1.95 0.13
C -0.04 2.18 -0.66
H 2.16 2.16 -0.16
C -1.17 1.94 0.19
C -0.70 1.56 1.47
H -1.29 1.47 2.37
H 1.36 1.50 2.33
H -0.07 2.58 -1.66
H -2.20 2.11 -0.06
Ni 0.15 0.09 -0.41
C -0.35 -0.54 -2.13
H -1.34 -0.08 -2.35
H -0.39 -1.66 -2.06
H 0.49 -0.13 -2.74
Si -0.54 -2.01 -6.09
C 1.23 -1.80 -6.57
C 1.88 -0.58 -6.32
H 1.33 0.24 -5.86
C 3.22 -0.41 -6.66
H 3.72 0.54 -6.46
C 3.93 -1.46 -7.26
H 4.98 -1.33 -7.52
C 3.29 -2.67 -7.52
H 3.85 -3.49 -8.00
C 1.95 -2.84 -7.18
H 1.44 -3.78 -7.39
C -1.54 -0.51 -6.52
C -1.34 0.17 -7.73
H -0.59 -0.19 -8.43
C -2.09 1.30 -8.04
H -1.93 1.82 -8.98
C -3.06 1.77 -7.14
H -3.65 2.65 -7.38
C -3.26 1.10 -5.93
H -4.02 1.46 -5.22
C -2.52 -0.04 -5.62
H -2.67 -0.57 -4.68
H -0.64 -2.29 -4.64
H -1.09 -3.16 -6.84
C -1.38 -2.72 4.01
O -1.80 -2.21 2.73
C -0.98 -1.68 1.81
O -1.49 -1.06 0.86
N 0.37 -1.80 1.93
N 1.13 -1.21 0.82
H -1.60 -3.79 3.99
H -2.04 -2.23 4.72
H -0.33 -2.54 4.27
H 0.75 -2.53 2.55
H 1.97 -0.79 1.23
H 1.51 -1.94 0.21
```

## Properties
HOMO energy (alpha / beta): -0.230 / -0.279 Eh
Molar mass: 413.22 Da
2S+1: 3
LUMO (alpha / beta): 0.06 / 0.04 eV
HOMO-LUMO gap (alpha / beta): 6.33 / 7.63 eV
Relative energy (zero: lowest compared OMol25 entry of this formula, charge and spin): 0.000 eV
E_tot: -77154.0028 eV
⟨S²⟩: 2.011

=====

# C6H11BClN3O6P

A cluster of 2 separate species, C6H11BClN3O6P in total at a distorted geometry (the ωB97M-V functional and the def2-TZVPD basis, the Open Molecules 2025 dataset).

Structure (XYZ):
```
29
C6H11BClN3O6P | the Open Molecules 2025 dataset | the ωB97M-V functional and the def2-TZVPD basis
N 1.87 1.56 -1.34
C 1.01 0.52 -1.49
N -0.09 0.62 -2.21
C -0.79 -0.59 -2.20
C -0.07 -1.42 -1.43
P -0.36 -3.18 -0.94
O -1.50 -3.66 -1.99
Cl -1.50 -2.79 0.71
N 1.08 -0.74 -0.99
B 2.18 -1.22 -0.12
O 3.38 -0.55 -0.18
O 1.99 -2.23 0.75
H 1.38 2.43 -1.16
H 2.53 1.43 -0.58
H -0.42 1.44 -2.71
H -1.71 -0.80 -2.70
H -1.06 -3.88 -2.83
H 3.75 -0.57 -1.07
H 2.61 -2.95 0.61
C -0.92 1.07 1.59
C -1.92 0.98 2.72
O -1.89 2.31 3.25
C -1.46 3.15 2.27
O -1.47 4.33 2.33
O -0.99 2.44 1.20
H -1.17 0.42 0.75
H 0.10 0.85 1.92
H -2.93 0.77 2.37
H -1.64 0.26 3.48
```

## Properties
HOMO energy: -0.475 Eh
Molar mass: 298.41 Da
2S+1: 1
LUMO: -3.40 eV
HOMO-LUMO gap: 9.52 eV
E_tot: -45641.9879 eV
Total charge: +1

=====

# C7H28FN14O7

A cluster of 8 separate species, C7H28FN14O7 in total at a distorted geometry (the ωB97M-V functional and the def2-TZVPD basis, the Open Molecules 2025 dataset).

Structure (XYZ):
```
57
C7H28FN14O7 | the Open Molecules 2025 dataset | the ωB97M-V functional and the def2-TZVPD basis
F 35.83 -8.21 -1.78
C 33.09 -5.92 -1.76
O 32.15 -5.18 -1.89
N 34.34 -5.59 -1.69
N 32.97 -7.21 -1.69
H 35.02 -6.34 -1.70
H 34.58 -4.67 -2.02
H 33.76 -7.84 -1.65
H 32.13 -7.57 -2.13
C 35.77 -9.67 -4.97
O 36.04 -9.81 -6.09
N 36.66 -9.17 -4.19
N 34.67 -9.96 -4.40
H 36.59 -9.03 -3.20
H 37.40 -8.66 -4.66
H 33.82 -9.52 -4.72
H 34.90 -10.01 -3.42
C 37.75 -11.16 -1.57
O 36.86 -11.64 -2.25
N 37.88 -9.91 -1.19
N 38.68 -11.85 -1.05
H 37.24 -9.16 -1.41
H 38.69 -9.60 -0.67
H 38.51 -12.85 -1.13
H 39.47 -11.39 -0.62
C 34.52 -10.20 0.93
O 33.92 -10.81 1.80
N 34.07 -9.30 0.16
N 35.75 -10.25 0.68
H 33.09 -9.08 0.33
H 34.59 -8.85 -0.57
H 36.41 -10.70 1.29
H 36.07 -9.89 -0.21
C 37.97 -5.93 0.05
O 38.74 -5.22 0.62
N 38.07 -6.16 -1.20
N 36.84 -6.44 0.50
H 38.69 -5.70 -1.85
H 37.25 -6.67 -1.49
H 36.43 -7.10 -0.15
H 36.59 -6.43 1.48
C 36.43 -5.06 -5.14
O 35.33 -4.63 -5.41
N 37.59 -4.54 -5.47
N 36.73 -6.09 -4.35
H 37.66 -3.64 -5.93
H 38.24 -4.68 -4.71
H 35.97 -6.67 -4.03
H 37.68 -6.41 -4.47
C 32.74 -7.27 -5.13
O 32.23 -8.35 -4.84
N 33.95 -6.92 -4.88
N 32.22 -6.33 -5.82
H 34.46 -7.61 -4.36
H 34.26 -6.02 -5.23
H 31.28 -6.59 -6.10
H 32.64 -5.41 -5.81
```

## Properties
HOMO energy: -0.242 Eh
Molar mass: 439.39 Da
2S+1: 1
LUMO: 2.10 eV
HOMO-LUMO gap: 8.70 eV
Relative energy (zero: lowest compared OMol25 entry of this formula, charge and spin): 5.457 eV
E_tot: -45630.4289 eV
Total charge: -1

=====

Please write out number 5 again, unchanged.
# C3H4IrO3

A structure of composition C3H4IrO3 at a distorted geometry (the ωB97M-V functional and the def2-TZVPD basis, the Open Molecules 2025 dataset).

Structure (XYZ):
```
11
C3H4IrO3 | the Open Molecules 2025 dataset | the ωB97M-V functional and the def2-TZVPD basis
H 3.63 0.25 1.07
Ir 2.18 -0.12 0.38
O -1.56 -0.25 -1.12
C -0.97 -1.37 -0.75
C -0.73 0.95 -0.27
O -0.18 -1.96 -1.48
O -0.58 -1.20 0.54
C 0.01 0.12 0.70
H -0.20 1.56 -1.01
H -1.50 1.58 0.19
H -0.10 0.42 1.75
```

## Properties
HOMO energy (alpha / beta): -0.537 / -0.559 Eh
Molar mass: 280.28 Da
2S+1: 5
LUMO (alpha / beta): -5.52 / -8.68 eV
HOMO-LUMO gap (alpha / beta): 9.10 / 6.53 eV
Relative energy (zero: lowest compared OMol25 entry of this formula, charge and spin): 1.899 eV
E_tot: -12140.7990 eV
⟨S²⟩: 6.006
Total charge: +1